2 unconnected molecules or ions with the total composition C19H30N6O3 at a distorted geometry. Source: the Open Molecules 2025 dataset; level of theory: the ωB97M-V functional and the def2-TZVPD basis.

ΔE to the lowest compared entry with this formula, charge and spin	1.145	eV
charge	0
SMILES string	Nc1cc2[nH]cnc2c(OCC2CCCCC2)n1.CNC(=O)[C@H](C)NC(C)=O

XYZ file:
```
58
C19H30N6O3, DFT the ωB97M-V functional and the def2-TZVPD basis
O 2.10413 -2.37463 -5.70880
O 4.80232 -0.78000 -2.52627
N 1.44842 -0.52815 2.32141
N -2.18257 -1.05130 1.45312
O -1.19530 0.90670 2.34144
C 2.17735 -3.20099 -4.80773
C 3.94790 -0.92990 -3.39706
C 2.28700 -1.52432 2.16046
C -1.08906 -0.38814 1.89069
C -2.01593 -2.29508 1.05150
C -0.81907 -2.98725 1.06645
C 0.18907 -1.00000 1.92025
C 0.30296 -2.31369 1.51076
N -3.16214 -2.87968 0.64817
N 1.62509 -2.63530 1.67080
N 4.19676 -0.67284 -4.68686
N 2.39617 -2.87313 -3.53560
C 2.01945 -4.67195 -5.11061
C 5.46778 -0.16949 -5.20294
C -2.51992 1.40330 2.58800
C -3.71212 5.48142 3.11932
C -2.97593 4.81062 1.94830
C -3.88753 4.55731 4.33669
C -1.87689 3.86868 2.45071
C -3.81675 3.07940 3.94367
C -2.43433 2.73628 3.34803
C 2.22783 -1.47863 -1.55475
C 2.55213 -1.49889 -3.05563
H 3.34906 -1.47799 2.38334
H -0.77233 -4.01533 0.73208
H -3.23251 -3.87086 0.83704
H -3.96426 -2.29697 0.86243
H 2.04814 -3.53672 1.47450
H 3.46362 -0.90703 -5.34892
H 2.46121 -3.61117 -2.85579
H 2.90077 -5.21092 -4.76879
H 1.90869 -4.79978 -6.18666
H 1.13154 -5.04908 -4.60688
H 5.49611 -0.26611 -6.28928
H 6.29270 -0.74014 -4.77106
H 5.58650 0.88002 -4.92781
H -3.07976 0.68282 3.19537
H -3.05704 1.54218 1.64330
H -3.15742 6.37079 3.43446
H -4.69413 5.81386 2.76798
H -3.68917 4.23966 1.34480
H -2.54117 5.57859 1.30097
H -3.09416 4.76469 5.06274
H -4.84434 4.76990 4.82365
H -1.33704 3.44928 1.59563
H -1.15512 4.45397 3.02928
H -4.00065 2.45515 4.82390
H -4.60798 2.86412 3.21701
H -1.73558 2.60025 4.18061
H 1.20883 -1.83015 -1.38825
H 2.92843 -2.11435 -1.01259
H 2.31299 -0.45904 -1.17525
H 1.81725 -0.86998 -3.56132
```

List of Löwdin charges in e, atom by atom:
1 O 0.031
2 O 0.044
3 N 0.121
4 N 0.179
5 O -0.010
6 C -0.543
7 C -0.456
8 C -0.162
9 C -0.210
10 C -0.447
11 C 0.014
12 C -0.161
13 C -0.238
14 N 0.110
15 N 0.104
16 N 0.023
17 N 0.104
18 C 0.003
19 C -0.055
20 C -0.165
21 C -0.203
22 C -0.202
23 C -0.198
24 C -0.155
25 C -0.176
26 C -0.290
27 C -0.045
28 C -0.252
29 H 0.123
30 H 0.107
31 H 0.098
32 H 0.101
33 H 0.156
34 H 0.105
35 H 0.144
36 H 0.082
37 H 0.085
38 H 0.083
39 H 0.084
40 H 0.084
41 H 0.084
42 H 0.125
43 H 0.131
44 H 0.105
45 H 0.103
46 H 0.108
47 H 0.107
48 H 0.111
49 H 0.105
50 H 0.113
51 H 0.117
52 H 0.115
53 H 0.119
54 H 0.143
55 H 0.079
56 H 0.074
57 H 0.094
58 H 0.150

A molecular structure, C19H31B3F2N4O12 at a distorted geometry. Source: the Open Molecules 2025 dataset; level of theory: the ωB97M-V functional and the def2-TZVPD basis.

charge	0

XYZ file:
```
71
C19H31B3F2N4O12, DFT the ωB97M-V functional and the def2-TZVPD basis
C 6.96363 0.43814 1.50663
O 6.02012 1.20270 0.78419
C 4.67821 0.82230 1.09608
C 3.75470 2.02486 0.94046
C 3.06533 2.11728 -0.42589
C 1.67763 1.48545 -0.49921
C 0.66318 1.99919 0.52996
C -0.16613 3.23315 0.03504
B -1.65887 2.88285 0.31161
O -2.39350 2.16569 -0.63735
B -3.75104 2.24613 -0.40530
C -4.76451 1.12632 -0.82918
C -4.22492 -0.28265 -0.75344
C -3.54840 -0.74086 0.37676
C -3.08779 -2.04939 0.47781
C -3.29699 -2.92647 -0.58444
C -3.94549 -2.46985 -1.72549
C -4.41599 -1.16230 -1.82091
O -4.21096 3.39172 0.26752
B -3.59490 3.42285 1.48457
N -4.30455 3.57966 2.77655
C -5.72606 3.63831 2.63438
O -6.43676 2.89465 2.07442
F -6.20009 4.69534 3.26090
C -3.89763 2.51933 3.64249
O -3.13080 2.59967 4.51690
F -4.49155 1.36624 3.34844
O -2.23612 3.25346 1.53427
H 7.93561 0.60630 1.05157
H 7.01192 0.73300 2.55754
H 6.69994 -0.62002 1.45631
H 4.35667 -0.04052 0.50806
H 4.67464 0.54187 2.15316
H 3.06637 2.03388 1.78271
H 4.38032 2.90732 1.05915
H 3.04453 3.14449 -0.78707
H 3.69436 1.56993 -1.12749
H 1.26647 1.70568 -1.48342
H 1.70605 0.40441 -0.42836
H 1.09953 2.26561 1.48803
H -0.02086 1.17107 0.73587
H 0.07811 4.09185 0.65894
H 0.01212 3.46007 -1.01148
H -5.19810 1.31507 -1.81014
H -5.60274 1.19249 -0.12960
H -3.37445 -0.06578 1.20808
H -2.59100 -2.37724 1.37791
H -2.94976 -3.94706 -0.49556
H -4.12124 -3.14595 -2.55226
H -4.93319 -0.82698 -2.70753
C 7.29092 0.87858 -2.24928
N 6.29946 1.58241 -3.10507
O 6.71386 2.24133 -4.03592
O 5.13273 1.44852 -2.80126
H 8.28286 1.08779 -2.63249
H 7.16215 1.25371 -1.23727
H 7.06460 -0.18228 -2.29796
C -2.47125 -7.60163 0.86636
N -2.35737 -6.31914 0.11959
O -3.13941 -6.12348 -0.78929
O -1.48114 -5.55766 0.47519
H -3.28700 -8.17340 0.44110
H -1.52531 -8.12327 0.75901
H -2.66200 -7.35579 1.90653
C -0.12683 -3.18152 -2.06883
N 0.61464 -2.01090 -1.52888
O 0.80862 -1.96633 -0.33006
O 0.97877 -1.17666 -2.33003
H -0.38587 -3.83491 -1.24481
H -1.01684 -2.80110 -2.56022
H 0.52930 -3.67749 -2.77857
```

List of Löwdin charges in e, atom by atom:
1 C -0.118
2 O -0.222
3 C -0.217
4 C -0.159
5 C -0.186
6 C -0.195
7 C -0.168
8 C -0.039
9 B -0.491
10 O 0.327
11 B -0.488
12 C 0.008
13 C -0.221
14 C -0.028
15 C -0.058
16 C -0.102
17 C -0.083
18 C -0.033
19 O 0.334
20 B -0.611
21 N 0.244
22 C -0.479
23 O 0.233
24 F 0.175
25 C -0.484
26 O 0.245
27 F 0.168
28 O 0.338
29 H 0.080
30 H 0.088
31 H 0.088
32 H 0.131
33 H 0.114
34 H 0.096
35 H 0.115
36 H 0.114
37 H 0.078
38 H 0.111
39 H 0.074
40 H 0.099
41 H 0.107
42 H 0.109
43 H 0.111
44 H 0.122
45 H 0.126
46 H 0.113
47 H 0.106
48 H 0.051
49 H 0.103
50 H 0.109
51 C 0.049
52 N -0.439
53 O 0.069
54 O 0.058
55 H 0.094
56 H 0.075
57 H 0.104
58 C 0.053
59 N -0.438
60 O 0.065
61 O 0.059
62 H 0.095
63 H 0.101
64 H 0.103
65 C 0.050
66 N -0.434
67 O 0.062
68 O 0.069
69 H 0.073
70 H 0.094
71 H 0.101

3 unconnected molecules or ions with the total composition C19H31NO6S at a distorted geometry. Source: the Open Molecules 2025 dataset; level of theory: the ωB97M-V functional and the def2-TZVPD basis.

charge	0
SMILES string	CC(=O)N(C(C)=O)C1=CC(=O)C=C(CCCS)C1=O.CC(C)O.CC(C)O

XYZ file:
```
58
C19H31NO6S, DFT the ωB97M-V functional and the def2-TZVPD basis
C 1.66078 -1.18552 2.59343
C 1.15347 0.12810 2.01045
O 0.68917 0.19011 0.93250
N 1.30930 1.29732 2.90300
C 2.44106 2.07428 2.37352
C 2.49051 2.63491 0.95635
O 3.35816 2.24815 3.07476
C 0.11887 2.03447 2.99323
C -0.03012 3.34163 2.94462
C -1.38244 3.99543 3.07419
O -1.46921 5.11682 3.44559
C -2.56684 3.13173 2.74522
C -2.44939 1.82149 2.81522
C -3.64906 0.95340 2.52328
C -3.43480 -0.00320 1.30559
C -3.57018 -1.47621 1.79952
S -2.45269 -2.60338 0.84690
C -1.12939 1.21759 3.22362
O -1.11972 0.14420 3.73238
H 1.91898 -1.04664 3.64967
H 2.56645 -1.53187 2.08508
H 0.84794 -1.91916 2.58050
H 1.57751 2.50322 0.37466
H 2.64748 3.71782 1.05959
H 3.39125 2.24443 0.47717
H 0.82268 4.00725 2.81794
H -3.52068 3.57525 2.47005
H -3.90770 0.39139 3.43043
H -4.50052 1.60758 2.30518
H -4.26832 0.17045 0.61642
H -2.47952 0.16910 0.80441
H -4.59979 -1.83197 1.71017
H -3.23553 -1.57093 2.83622
H -1.48351 -1.74517 0.44411
C 0.24338 -3.52916 -3.29265
C -1.00245 -2.88701 -3.88497
C -0.83411 -1.38096 -4.02198
O -2.12823 -3.17053 -3.05851
H 0.44138 -3.13614 -2.29062
H 0.10700 -4.60677 -3.19192
H 1.11982 -3.34503 -3.91759
H -1.21015 -3.32314 -4.86352
H -0.67021 -0.92018 -3.04252
H -1.73632 -0.93166 -4.43965
H 0.01037 -1.13366 -4.66861
H -1.95916 -2.79097 -2.18722
C 2.27863 -0.34508 -3.84094
C 3.04658 0.18246 -2.63902
C 3.06366 -0.83309 -1.50583
O 2.45214 1.39817 -2.18456
H 1.23693 -0.54690 -3.57502
H 2.26655 0.39537 -4.64221
H 2.72444 -1.26553 -4.22295
H 4.06984 0.42120 -2.93344
H 2.04703 -1.05013 -1.16548
H 3.61077 -0.43884 -0.64679
H 3.53293 -1.76766 -1.81906
H 1.54496 1.20320 -1.91988
```

List of Löwdin charges in e, atom by atom:
1 C 0.030
2 C -0.446
3 O 0.133
4 N 0.085
5 C -0.454
6 C 0.013
7 O 0.172
8 C -0.155
9 C 0.085
10 C -0.374
11 O 0.130
12 C 0.066
13 C -0.140
14 C -0.135
15 C -0.221
16 C -0.524
17 S 0.689
18 C -0.271
19 O 0.172
20 H 0.089
21 H 0.089
22 H 0.089
23 H 0.074
24 H 0.097
25 H 0.093
26 H 0.133
27 H 0.131
28 H 0.123
29 H 0.113
30 H 0.109
31 H 0.086
32 H 0.073
33 H 0.050
34 H -0.167
35 C -0.055
36 C -0.482
37 C -0.069
38 O -0.058
39 H 0.075
40 H 0.081
41 H 0.074
42 H 0.140
43 H 0.078
44 H 0.086
45 H 0.062
46 H 0.047
47 C -0.063
48 C -0.478
49 C -0.057
50 O -0.057
51 H 0.023
52 H 0.089
53 H 0.086
54 H 0.138
55 H 0.066
56 H 0.074
57 H 0.083
58 H 0.081

Number 1: calculated total energy -1296.3276 a.u., lowest unoccupied orbital energy 0.412 eV. Number 2: calculated total energy -2138.8112 a.u., lowest unoccupied orbital energy -0.242 eV. Number 3: calculated total energy -1646.8908 a.u., lowest unoccupied orbital energy -1.083 eV.